(1)
Formula: C49H51AsN8O3SSeY
Source: the Open Molecules 2025 dataset
Level of theory: ωB97M-V/def2-TZVPD

Charge: +1
DFT total energy, eV: -207767.9160
LUMO level, eV: -3.55
HOMO energy, eV: -9.195
Frontier orbital gap, eV: 5.644
Energy relative to the best compared isomer or geometry (same formula, charge and spin), eV: 2.380
Strongest force on any atom, eV/A: 0.78

Cartesian coordinates (Å):
1 Y 1.7859 -0.0298 -1.5692
2 C -0.5545 -3.8149 -2.1989
3 C -1.7828 -3.4013 -2.7112
4 C -1.9203 -2.1233 -3.2004
5 C -0.8319 -1.2434 -3.1632
6 N 0.3315 -1.6313 -2.5933
7 C 0.4585 -2.8944 -2.1384
8 N -0.9982 -0.0528 -3.8582
9 C -0.0873 0.8145 -4.1018
10 N 1.1445 0.9560 -3.4851
11 C 1.9803 1.6721 -4.2985
12 N 3.2686 1.7785 -4.2563
13 C 4.1563 0.9703 -3.5830
14 C 5.5175 1.2413 -3.8233
15 C 6.4886 0.4164 -3.3154
16 C 6.1218 -0.7007 -2.5587
17 C 4.7881 -0.9013 -2.3258
18 N 3.8188 -0.0845 -2.7983
19 C 1.1582 2.2744 -5.3758
20 C 1.4958 3.1103 -6.4212
21 C 0.4886 3.4456 -7.3201
22 C -0.7979 2.9283 -7.1864
23 C -1.1217 2.0576 -6.1506
24 C -0.1268 1.7575 -5.2429
25 H -0.4040 -4.8186 -1.8295
26 H -2.6219 -4.0834 -2.7347
27 H -2.8425 -1.7737 -3.6395
28 H 1.4200 -3.1553 -1.7059
29 H 5.7563 2.0933 -4.4425
30 H 7.5323 0.6213 -3.5134
31 H 6.8560 -1.3878 -2.1654
32 H 4.4530 -1.7501 -1.7357
33 H 2.5050 3.4840 -6.5282
34 H 0.7063 4.1110 -8.1447
35 H -1.5542 3.2022 -7.9096
36 H -2.1108 1.6309 -6.0558
37 O -1.0843 -0.2547 4.2887
38 S 0.0173 0.3763 3.6290
39 O 1.0013 1.0654 4.4085
40 N 0.7796 -0.6825 2.6092
41 C 0.6759 -0.2851 1.3861
42 O 1.3261 -0.7878 0.3913
43 C -0.1766 0.9304 1.1478
44 C -0.5498 1.5558 -0.0322
45 C -1.2942 2.7297 0.0453
46 C -1.6765 3.2580 1.2736
47 C -1.3333 2.6127 2.4576
48 C -0.5867 1.4591 2.3528
49 H -0.4071 1.1645 -1.0430
50 H -1.6093 3.2202 -0.8667
51 H -2.2628 4.1665 1.3019
52 H -1.6403 2.9999 3.4198
53 C -2.3798 -6.9927 0.7567
54 C -1.9894 -5.5243 0.8510
55 C -0.7691 -5.3092 1.7401
56 C -0.4493 -3.8406 2.0024
57 N -1.5578 -3.1442 2.6342
58 C -2.3855 -2.2509 2.0427
59 Se -2.2952 -1.6957 0.2860
60 N -3.3093 -1.8789 2.9585
61 C -4.3277 -0.8524 2.7928
62 C -5.7270 -1.4530 2.6951
63 C -6.0025 -2.1564 1.3681
64 C -6.1409 -1.1945 0.1946
65 C -3.0537 -2.5231 4.1628
66 C -3.6720 -2.4447 5.3999
67 C -3.1323 -3.2096 6.4215
68 C -2.0146 -4.0201 6.2124
69 C -1.3973 -4.0943 4.9743
70 C -1.9420 -3.3302 3.9549
71 H -3.2369 -7.1366 0.0984
72 H -2.6449 -7.3901 1.7379
73 H -1.5568 -7.5971 0.3690
74 H -2.8312 -4.9381 1.2290
75 H -1.7826 -5.1215 -0.1450
76 H 0.1142 -5.7546 1.2708
77 H -0.9069 -5.8413 2.6856
78 H -0.2427 -3.3156 1.0700
79 H 0.4237 -3.7263 2.6471
80 H -4.0648 -0.2928 1.8959
81 H -4.2455 -0.1792 3.6487
82 H -6.4588 -0.6554 2.8527
83 H -5.8590 -2.1578 3.5205
84 H -6.9187 -2.7428 1.4683
85 H -5.1989 -2.8713 1.1644
86 H -6.9344 -0.4666 0.3788
87 H -6.3899 -1.7316 -0.7214
88 H -5.2109 -0.6553 0.0099
89 H -4.5301 -1.8089 5.5687
90 H -3.5832 -3.1751 7.4037
91 H -1.6197 -4.5981 7.0366
92 H -0.5229 -4.7110 4.8193
93 C 5.0398 2.5368 -0.3745
94 As 3.1368 2.2754 -0.0601
95 C 3.1134 2.3456 1.8785
96 C 2.4292 4.0182 -0.6551
97 C 2.9028 5.1762 0.1662
98 C 4.0582 5.8736 -0.1763
99 C 4.5106 6.9212 0.6130
100 C 3.8117 7.2853 1.7546
101 C 2.6547 6.6012 2.1002
102 C 2.2041 5.5540 1.3110
103 H 5.3906 3.3722 0.2309
104 H 5.2124 2.7564 -1.4270
105 H 5.5895 1.6374 -0.1005
106 H 3.4293 3.3376 2.1987
107 H 3.8230 1.6041 2.2438
108 H 2.1339 2.1223 2.2917
109 H 1.3409 3.9398 -0.6379
110 H 2.7387 4.1055 -1.6993
111 H 4.6009 5.6039 -1.0753
112 H 5.4067 7.4581 0.3313
113 H 4.1631 8.1032 2.3690
114 H 2.1008 6.8845 2.9855
115 H 1.2988 5.0222 1.5855

These are the Löwdin partial charges, in e, on atoms 1 to 99: Y 1.4699; C -0.0724; C -0.0656; C -0.0186; C -0.3210; N -0.0053; C -0.1429; N 0.1790; C -0.2862; N -0.0170; C -0.2843; N 0.1667; C -0.3332; C -0.0065; C -0.0354; C -0.0505; C -0.1416; N -0.0294; C -0.1025; C 0.0029; C -0.0533; C -0.0520; C 0.0051; C -0.1002; H 0.1095; H 0.1240; H 0.1240; H 0.1141; H 0.1221; H 0.1209; H 0.1149; H 0.1137; H 0.1186; H 0.1106; H 0.1110; H 0.1207; O -0.2547; S 0.6446; O -0.2744; N 0.0376; C -0.5587; O -0.2354; C -0.2135; C -0.0805; C -0.0558; C -0.0461; C -0.0066; C -0.2163; H 0.0749; H 0.1178; H 0.1153; H 0.1311; C -0.1025; C -0.2614; C -0.1782; C -0.1585; N -0.0182; C -0.6554; Se 0.7627; N -0.0148; C -0.1507; C -0.1805; C -0.2601; C -0.1185; C -0.1635; C 0.0007; C -0.0721; C -0.0736; C 0.0023; C -0.1525; H 0.0714; H 0.0765; H 0.0738; H 0.1032; H 0.0728; H 0.1194; H 0.1073; H 0.0697; H 0.1283; H 0.0771; H 0.1297; H 0.1184; H 0.1057; H 0.1072; H 0.0874; H 0.0748; H 0.0713; H 0.0272; H 0.1146; H 0.1065; H 0.1060; H 0.1126; C -0.2839; As 1.1222; C -0.2488; C -0.3167; C -0.3220; C -0.0610; C -0.0727

***

(2)
Formula: C49H51BN13PSY
Source: the Open Molecules 2025 dataset
Level of theory: ωB97M-V/def2-TZVPD

Charge: +1
DFT total energy, eV: -92858.7885
LUMO level, eV: -3.05
HOMO energy, eV: -10.015
Frontier orbital gap, eV: 6.963
Energy relative to the best compared isomer or geometry (same formula, charge and spin), eV: 0.245
Strongest force on any atom, eV/A: 1.15

Cartesian coordinates (Å):
1 Y -0.1779 -0.1171 -0.3643
2 C -3.1547 -2.3098 3.8817
3 C -1.9701 -2.2439 2.9784
4 C -0.9037 -3.1171 2.9187
5 C -0.0406 -2.6069 1.9410
6 N -0.5689 -1.4770 1.4373
7 N -1.7474 -1.2654 2.0823
8 B -2.6468 -0.0397 1.8180
9 N -1.8144 1.2544 1.9900
10 N -0.7351 1.5272 1.2174
11 C -0.3232 2.7670 1.5328
12 C -1.1505 3.2793 2.5403
13 C -2.0851 2.2946 2.7996
14 C -3.1931 2.3186 3.7964
15 C 0.8238 3.4455 0.9088
16 C 1.8215 2.7636 0.2125
17 C 2.9051 3.4373 -0.3258
18 C 3.0188 4.8095 -0.1680
19 C 2.0318 5.5037 0.5169
20 C 0.9436 4.8304 1.0446
21 N -3.2463 -0.0759 0.3918
22 N -2.5086 -0.0825 -0.7559
23 C -3.3762 -0.0835 -1.7822
24 C -4.6818 -0.1011 -1.2744
25 C -4.5611 -0.0947 0.0982
26 C -5.6552 -0.0597 1.1107
27 C -3.0169 -0.0026 -3.2085
28 C -4.0046 0.3355 -4.1380
29 C -3.7206 0.4121 -5.4903
30 C -2.4370 0.1511 -5.9486
31 C -1.4429 -0.1723 -5.0386
32 C -1.7305 -0.2423 -3.6854
33 C 1.2397 -3.1978 1.5237
34 C 1.5264 -4.5120 1.8980
35 C 2.7102 -5.1205 1.5183
36 C 3.6356 -4.4276 0.7518
37 C 3.3674 -3.1222 0.3726
38 C 2.1842 -2.5160 0.7560
39 H -3.0645 -3.1866 4.5181
40 H -4.0853 -2.3810 3.3186
41 H -3.2104 -1.4240 4.5151
42 H -0.7660 -3.9908 3.5310
43 H -3.5324 -0.0402 2.6027
44 H -1.0825 4.2334 3.0345
45 H -3.1408 3.2374 4.3756
46 H -3.1252 1.4722 4.4798
47 H -4.1675 2.2822 3.3079
48 H 1.7733 1.6864 0.1021
49 H 3.6666 2.8891 -0.8680
50 H 3.8716 5.3342 -0.5783
51 H 2.1100 6.5756 0.6447
52 H 0.1722 5.3840 1.5634
53 H -5.6026 -0.1180 -1.8294
54 H -6.6154 -0.0668 0.6006
55 H -5.5926 0.8400 1.7229
56 H -5.6140 -0.9207 1.7780
57 H -5.0107 0.5550 -3.8085
58 H -4.5051 0.6750 -6.1874
59 H -2.2209 0.1873 -7.0085
60 H -0.4400 -0.3887 -5.3864
61 H -0.9495 -0.5397 -3.0039
62 H 0.8076 -5.0675 2.4840
63 H 2.9069 -6.1399 1.8233
64 H 4.5563 -4.9066 0.4452
65 H 4.0804 -2.5707 -0.2266
66 H 2.0110 -1.4866 0.4686
67 N 2.0938 -3.3927 -2.7543
68 C 1.4406 -2.2884 -2.3516
69 S -0.1209 -2.5464 -1.6354
70 N 2.0212 -1.1411 -2.6129
71 N 1.3770 -0.0186 -2.2074
72 C 1.5090 1.0375 -2.9507
73 C 2.3417 1.0698 -4.1742
74 C 3.6854 0.7014 -4.1356
75 C 4.4514 0.7441 -5.2880
76 C 3.8824 1.1260 -6.4946
77 C 2.5404 1.4734 -6.5455
78 C 1.7764 1.4568 -5.3904
79 C 0.6577 2.1937 -2.6099
80 C 0.8406 3.4458 -3.1886
81 C -0.0470 4.4647 -2.8913
82 C -1.1070 4.2075 -2.0376
83 C -1.2085 2.9440 -1.4872
84 N -0.3432 1.9659 -1.7411
85 H 1.6135 -4.2707 -2.6839
86 H 2.9277 -3.3182 -3.3120
87 H 4.1228 0.3865 -3.1987
88 H 5.4988 0.4746 -5.2467
89 H 4.4798 1.1503 -7.3965
90 H 2.0892 1.7582 -7.4871
91 H 0.7272 1.7232 -5.4342
92 H 1.6691 3.6142 -3.8592
93 H 0.0768 5.4438 -3.3350
94 H -1.8340 4.9675 -1.7893
95 H -2.0239 2.7000 -0.8165
96 C 2.9801 -0.7956 5.3845
97 N 1.7355 -0.0304 5.3570
98 C 2.0415 1.3751 5.6006
99 N 3.0290 1.9188 4.6733
100 C 4.2351 1.0983 4.7250
101 N 3.9757 -0.3064 4.4356
102 C 3.5619 -0.5191 3.0595
103 P 1.9559 0.3554 2.5875
104 C 1.0157 -0.2217 4.1103
105 C 2.5014 2.0123 3.3233
106 H 2.7619 -1.8440 5.1696
107 H 3.4053 -0.7186 6.3868
108 H 2.4317 1.4769 6.6153
109 H 1.1199 1.9568 5.5198
110 H 4.6539 1.1699 5.7306
111 H 4.9629 1.4864 4.0095
112 H 3.4311 -1.5917 2.8954
113 H 4.3503 -0.1721 2.3849
114 H 0.8078 -1.2864 3.9818
115 H 0.0603 0.3122 4.1498
116 H 1.6533 2.6976 3.3326
117 H 3.2692 2.4318 2.6680

These are the Löwdin partial charges, in e, on atoms 1 to 99: Y 1.3176; C -0.0014; C -0.2494; C 0.0347; C -0.2566; N -0.0447; N 0.0393; B -0.5079; N 0.0397; N -0.0211; C -0.2660; C 0.0402; C -0.2518; C -0.0021; C -0.1955; C -0.1043; C -0.0697; C -0.0678; C -0.0599; C -0.0203; N 0.0334; N 0.0089; C -0.2069; C 0.0420; C -0.2475; C -0.0047; C -0.1504; C -0.0259; C -0.0693; C -0.0723; C -0.0695; C -0.0623; C -0.1828; C -0.0159; C -0.0613; C -0.0699; C -0.0841; C -0.1343; H 0.0887; H 0.0836; H 0.0847; H 0.1176; H 0.1097; H 0.1182; H 0.0886; H 0.0860; H 0.0823; H 0.0392; H 0.1135; H 0.1098; H 0.1107; H 0.1128; H 0.1144; H 0.0888; H 0.0801; H 0.0817; H 0.1054; H 0.1081; H 0.1074; H 0.1027; H 0.0042; H 0.1085; H 0.1096; H 0.1085; H 0.1127; H 0.0327; N 0.0939; C -0.8621; S 0.6386; N -0.0017; N -0.0691; C -0.1784; C -0.1836; C -0.0325; C -0.0662; C -0.0708; C -0.0643; C -0.0501; C -0.2248; C 0.0111; C -0.0154; C -0.0205; C -0.1177; N 0.0355; H 0.0859; H 0.1094; H 0.1095; H 0.1081; H 0.1086; H 0.1094; H 0.1094; H 0.1252; H 0.1211; H 0.1172; H 0.1170; C -0.1799; N -0.1469; C -0.1839; N -0.1485